This record from OMol25 describes a structure of composition C36H27AsBrN2PdS2. The level of theory is ωB97M-V with the def2-TZVPD basis set.

```
70
C36H27AsBrN2PdS2, DFT ωB97M-V with the def2-TZVPD basis set
Pd -0.602 -1.405 -0.584
C 0.249 -1.188 3.120
C 0.051 -2.512 2.512
N -0.211 -2.717 1.241
C -0.412 -4.103 0.960
C -0.409 -4.859 2.092
S 0.009 -3.937 3.482
C -0.494 -4.547 -0.434
C -0.690 -5.837 -0.834
S -0.539 -5.882 -2.548
C -0.301 -4.181 -2.582
N -0.307 -3.626 -1.412
C -0.066 -3.426 -3.872
H -0.010 -0.411 2.357
H 1.302 -1.033 3.385
H -0.374 -1.082 3.969
H -0.652 -5.923 2.142
H -0.595 -6.703 -0.261
H 0.772 -3.987 -4.383
H 0.167 -2.354 -3.689
H -0.875 -3.416 -4.545
Br -1.291 0.081 -2.946
C -2.369 1.206 -1.884
C -2.865 2.318 -2.477
C -3.791 3.126 -1.776
C -4.237 2.802 -0.544
C -3.743 1.610 0.080
C -4.190 1.182 1.332
C -3.793 0.067 1.962
C -2.862 -0.771 1.312
C -2.278 -0.388 0.115
C -2.763 0.815 -0.524
H -2.536 2.505 -3.473
H -4.246 4.036 -2.253
H -4.969 3.445 -0.057
H -4.973 1.792 1.761
H -4.138 -0.208 2.961
H -2.477 -1.597 1.901
C 4.794 -0.983 2.402
C 4.168 -1.848 1.526
C 3.014 -1.396 0.860
C 2.498 -0.182 1.143
C 3.054 0.657 2.136
C 4.233 0.247 2.699
As 0.996 0.352 0.107
C 1.877 1.357 -1.317
C 2.865 0.928 -2.197
C 3.332 1.802 -3.131
C 2.805 3.074 -3.252
C 1.824 3.552 -2.387
C 1.390 2.666 -1.411
C 0.407 3.024 -0.350
C -0.348 4.205 -0.226
C -1.175 4.401 0.835
C -1.366 3.464 1.838
C -0.673 2.236 1.700
C 0.203 2.044 0.622
H 5.681 -1.319 2.896
H 4.621 -2.765 1.245
H 2.462 -2.068 0.205
H 2.617 1.613 2.386
H 4.785 0.847 3.369
H 3.364 0.002 -2.043
H 4.093 1.554 -3.845
H 3.271 3.713 -3.979
H 1.405 4.585 -2.474
H -0.165 4.995 -0.948
H -1.655 5.314 0.854
H -1.985 3.615 2.726
H -0.882 1.422 2.402
```

## Properties
Gap between HOMO and LUMO (spin up / spin down)   7.61 / 6.43 eV
LUMO energy (spin up / spin down)   -2.46 / -3.86 eV
<S²>   2.007
Multiplicity   3
Charge   +1

This record from OMol25 describes a structure of composition C36H27BrFeN7O2S2Se. The level of theory is ωB97M-V with the def2-TZVPD basis set.

```
77
C36H27BrFeN7O2S2Se, DFT ωB97M-V with the def2-TZVPD basis set
Fe 0.269 -0.433 -2.088
S -1.555 0.603 -1.222
C -1.245 0.806 0.425
N -1.926 1.626 1.182
C -1.640 1.747 2.617
C -1.223 0.415 3.166
N -0.107 -0.111 2.364
C 0.929 -0.944 3.036
C 1.205 -0.498 4.442
C 0.779 -1.261 5.522
C 1.031 -0.834 6.819
C 1.703 0.359 7.037
C 2.134 1.124 5.959
C 1.890 0.694 4.665
C -0.141 -0.002 1.059
S 0.946 -0.824 0.068
C -3.037 2.471 0.692
C -4.355 1.951 1.209
C -5.119 2.724 2.073
C -6.329 2.242 2.557
C -6.770 0.983 2.183
C -6.008 0.205 1.320
C -4.805 0.687 0.831
H -2.553 2.079 3.106
H -0.864 2.504 2.761
H -2.048 -0.301 3.138
H -0.885 0.520 4.193
H 1.828 -0.869 2.426
H 0.590 -1.983 3.002
H 0.256 -2.196 5.352
H 0.706 -1.435 7.657
H 1.902 0.690 8.047
H 2.672 2.047 6.131
H 2.245 1.281 3.825
H -2.997 2.489 -0.394
H -2.849 3.479 1.064
H -4.780 3.713 2.360
H -6.924 2.852 3.222
H -7.713 0.608 2.557
H -6.360 -0.772 1.017
H -4.224 0.085 0.140
Se 7.089 1.840 -4.432
N 6.421 0.254 -4.004
C 5.175 0.445 -3.658
C 4.278 -0.633 -3.261
C 4.642 -1.980 -3.238
C 3.706 -2.921 -2.863
C 2.421 -2.509 -2.538
N 2.059 -1.227 -2.571
C 2.976 -0.296 -2.905
C 2.514 1.085 -2.897
N 1.235 1.282 -2.512
C 0.714 2.496 -2.643
C 1.459 3.580 -3.095
C 2.784 3.402 -3.424
C 3.330 2.121 -3.336
C 4.703 1.800 -3.707
N 5.572 2.697 -4.095
H 5.650 -2.260 -3.513
H 3.953 -3.972 -2.827
H 1.663 -3.224 -2.250
H -0.328 2.608 -2.384
H 0.984 4.546 -3.184
H 3.401 4.220 -3.771
Br -1.516 -3.119 0.169
C -1.039 -3.350 -1.643
C -1.192 -4.622 -2.178
C -0.990 -4.805 -3.535
C -0.704 -3.699 -4.325
C -0.573 -2.478 -3.707
N -0.673 -2.300 -2.369
C -0.405 -1.199 -4.500
O -0.211 -1.197 -5.681
O -0.539 -0.135 -3.729
H -1.489 -5.437 -1.535
H -1.097 -5.788 -3.972
H -0.599 -3.749 -5.400
```

## Properties
Gap between HOMO and LUMO (spin up / spin down)   7.14 / 7.01 eV
ΔE to the lowest compared entry with this formula, charge and spin   59.5 kJ/mol
LUMO energy (spin up / spin down)   -6.67 / -6.80 eV
<S²>   0.774
Multiplicity   2
Charge   +2

This record from OMol25 describes a structure of composition C36H27BrIrN4O6S. The level of theory is ωB97M-V with the def2-TZVPD basis set.

```
76
C36H27BrIrN4O6S, DFT ωB97M-V with the def2-TZVPD basis set
Ir 0.299 -21.924 2.487
C -3.647 -23.127 1.457
O -3.156 -22.796 2.700
C -3.882 -22.860 3.855
C -5.315 -23.098 3.930
C -5.856 -23.056 5.232
Br -7.598 -23.716 5.417
C -5.140 -22.760 6.397
C -3.763 -22.410 6.286
C -3.092 -22.366 4.944
O -1.963 -21.810 4.798
C -2.999 -22.173 7.506
N -3.708 -22.406 8.695
C -2.777 -22.328 9.636
C -2.870 -22.375 10.992
C -1.854 -21.796 11.852
C -0.617 -21.512 11.208
C -0.436 -21.305 9.800
C -1.507 -21.820 9.090
N -1.743 -21.790 7.560
H -4.594 -22.612 1.210
H -3.624 -24.254 1.458
H -3.054 -22.770 0.612
H -5.869 -23.441 3.043
H -5.361 -22.855 7.471
H -1.786 -20.264 4.033
H -3.618 -22.682 11.623
H -2.117 -21.506 12.891
H 0.222 -21.077 11.764
H 0.529 -20.875 9.520
H -1.153 -21.440 6.977
O 6.441 -25.160 -1.338
C 5.256 -25.637 -1.720
O 5.050 -26.422 -2.636
C 4.095 -25.047 -0.864
C 2.816 -25.433 -1.314
C 1.733 -25.068 -0.541
C 1.869 -24.062 0.519
S 0.280 -23.586 0.988
C 3.179 -23.458 0.722
C 4.238 -24.011 0.004
H 7.052 -25.626 -1.963
H 2.729 -26.154 -2.132
H 0.764 -25.240 -0.924
H 3.173 -22.435 1.197
H 5.140 -23.422 0.011
O 2.807 -20.153 3.047
C 1.876 -19.512 3.470
N 1.757 -18.214 3.822
C 0.492 -17.932 4.390
C -0.266 -19.262 4.098
O -1.506 -19.399 4.409
N 0.564 -20.108 3.574
C 0.523 -17.648 5.907
C -0.627 -17.356 6.570
C -0.585 -17.043 7.901
C 0.665 -17.154 8.579
C 1.790 -17.639 7.948
C 1.703 -17.932 6.612
C -0.114 -16.813 3.539
C 0.330 -15.540 3.829
C 0.235 -14.555 2.868
C -0.274 -14.811 1.597
C -0.814 -16.099 1.391
C -0.672 -17.102 2.273
H 2.375 -17.458 3.643
H -1.546 -17.200 6.049
H -1.368 -16.724 8.504
H 0.616 -16.992 9.659
H 2.712 -17.666 8.515
H 2.561 -18.158 6.057
H 0.712 -15.347 4.810
H 0.616 -13.567 3.251
H -0.345 -14.099 0.760
H -1.162 -16.413 0.411
H -0.948 -18.102 1.972
```

## Properties
Gap between HOMO and LUMO (spin up / spin down)   6.62 / 4.51 eV
LUMO energy (spin up / spin down)   -6.17 / -8.86 eV
<S²>   8.842
Multiplicity   6
Charge   +2

| no. | strongest force on any atom (eV Å⁻¹) |
| --- | --- |
| 1 | 2.32 |
| 2 | 0.53 |
| 3 | 11.33 |